(1)
14
Properties=species:S:1:pos:R:3:forces:R:3 method="wB97M-V/def2-TZVPD" multiplicity=1 smiles="O=C[C@@H]1NC[C@@H]1O" e_lumo_ev=0.61 orbital_gap_ev=9.88
O -1.372 -1.944 -0.474 0.1006 0.5434 -0.2875
C -1.267 -0.823 -0.917 -0.0151 -0.5345 0.0422
C 0.037 -0.057 -0.939 -0.1474 0.0218 -0.1438
N 1.213 -0.778 -0.448 -0.0579 -0.1992 -0.0144
C 1.190 -0.025 0.826 0.0989 0.0975 0.3022
C 0.092 0.907 0.272 0.2513 0.0920 -0.1495
O -1.137 0.914 0.960 -0.1296 0.2239 0.1896
H -2.135 -0.286 -1.347 0.0433 -0.0867 0.0867
H 0.163 0.399 -1.931 -0.0603 -0.0502 0.1483
H 1.007 -1.767 -0.327 0.0539 0.1026 -0.0326
H 0.829 -0.590 1.692 0.0109 0.0316 -0.1185
H 2.152 0.439 1.070 -0.1666 -0.0369 -0.0239
H 0.424 1.923 0.033 -0.0382 -0.1520 0.0109
H -1.198 1.687 1.529 0.0562 -0.0534 -0.0097

---

(2)
14
Properties=species:S:1:pos:R:3:forces:R:3 method="wB97M-V/def2-TZVPD" multiplicity=1 smiles="O[C@@H]1CN=COC1" e_lumo_ev=0.83 orbital_gap_ev=10.55
O 1.258 -1.308 1.219 -0.1198 0.0361 0.1648
C 0.799 -0.519 0.139 -0.0883 0.1631 -0.2606
C 0.641 0.980 0.480 0.1926 -0.0547 0.0909
N -0.494 1.664 -0.139 -0.0432 -0.1448 -0.4412
C -1.120 1.084 -1.069 0.0781 0.2923 0.1484
O -1.024 -0.224 -1.422 -0.0779 0.0631 0.0126
C -0.565 -0.996 -0.322 0.0342 -0.1589 0.1600
H 0.533 -1.399 1.852 0.1806 0.0483 0.0140
H 1.538 -0.663 -0.656 -0.1582 0.0460 0.0573
H 1.518 1.540 0.143 0.0144 -0.1079 0.1710
H 0.596 1.098 1.570 -0.0984 -0.0169 -0.1675
H -1.840 1.612 -1.694 0.0527 -0.0386 0.1301
H -0.577 -2.046 -0.615 0.0497 0.1259 -0.0128
H -1.262 -0.823 0.514 -0.0165 -0.2531 -0.0670

---

(3)
14
Properties=species:S:1:pos:R:3:forces:R:3 method="wB97M-V/def2-TZVPD" multiplicity=1 smiles="C[C@@]1(C(N)=O)CO1" e_lumo_ev=0.91 orbital_gap_ev=10.75
C -1.241 1.147 -0.353 -0.0311 0.0228 -0.0002
C -0.294 0.074 0.117 0.0381 0.2251 -0.0128
C 1.141 0.234 -0.359 0.0667 0.1049 -0.0025
N 1.696 -0.913 -0.819 0.0467 0.0576 -0.0514
O 1.715 1.308 -0.304 -0.2157 -0.3778 -0.0491
C -0.509 -0.674 1.360 0.0422 0.0429 0.2835
O -0.788 -1.264 0.096 -0.0827 -0.1232 -0.1414
H -2.121 1.214 0.292 0.1219 -0.0423 -0.0842
H -0.721 2.108 -0.366 -0.0859 -0.1031 0.0377
H -1.574 0.915 -1.370 0.0666 0.0598 0.1012
H 2.620 -0.874 -1.218 -0.0972 -0.0125 0.0738
H 1.119 -1.732 -0.936 0.0892 0.1038 0.0546
H 0.342 -1.098 1.894 -0.1001 0.0555 -0.0961
H -1.384 -0.446 1.968 0.1413 -0.0135 -0.1131

---

(4)
14
Properties=species:S:1:pos:R:3:forces:R:3 method="wB97M-V/def2-TZVPD" multiplicity=1 smiles="C[C@H]1CNC(=O)O1" e_lumo_ev=0.77 orbital_gap_ev=10.65
C 1.666 0.233 -0.299 -0.2176 -0.1771 -0.3247
C 0.475 -0.723 -0.193 -1.2560 0.5626 -1.3941
C -0.416 -0.583 1.042 -0.1611 -0.0187 -0.2438
N -1.257 0.481 0.548 -0.5266 0.3025 0.1206
C -1.378 0.539 -0.820 -0.1044 0.6260 0.2716
O -2.082 1.275 -1.461 -0.1200 -0.1975 0.1564
O -0.521 -0.345 -1.337 0.7384 0.9999 0.7682
H 1.306 1.254 -0.096 0.0085 -0.3159 -0.1385
H 1.993 0.177 -1.334 0.1689 0.2294 -0.0787
H 2.555 0.091 0.336 -0.6489 -0.5078 0.0017
H 0.374 -1.660 -0.698 2.2083 -1.6796 1.1927
H 0.051 -0.295 1.999 0.2601 -0.0882 -0.6164
H -0.949 -1.530 1.205 -0.1366 0.2170 0.0554
H -1.818 1.088 1.108 -0.2130 0.0472 0.2297

---

(5)
14
Properties=species:S:1:pos:R:3:forces:R:3 method="wB97M-V/def2-TZVPD" multiplicity=1 smiles="O[C@@H]1CN=COC1" e_lumo_ev=0.80 orbital_gap_ev=10.61
O -1.243 -0.565 1.347 0.2017 -0.1324 0.1523
C -0.985 0.029 0.088 0.0433 0.1550 -0.2701
C -0.274 -0.936 -0.856 -0.1677 0.0012 -0.0519
N 1.134 -1.120 -0.517 0.1155 0.2951 0.1195
C 1.729 -0.143 0.022 0.0411 -0.2437 -0.0491
O 1.246 1.062 0.388 0.0153 -0.0920 0.0534
C -0.160 1.304 0.228 -0.2145 0.0667 -0.0367
H -0.455 -1.055 1.616 -0.0825 0.0254 0.0145
H -1.966 0.305 -0.315 0.1314 -0.0386 0.0572
H -0.339 -0.581 -1.893 -0.0299 -0.0110 0.1384
H -0.774 -1.909 -0.815 0.0748 0.1349 -0.0313
H 2.790 -0.203 0.265 -0.1573 -0.0249 -0.0159
H -0.293 1.953 -0.646 0.0291 -0.1240 0.0678
H -0.473 1.841 1.126 -0.0002 -0.0117 -0.1480

---

(6)
14
Properties=species:S:1:pos:R:3:forces:R:3 method="wB97M-V/def2-TZVPD" multiplicity=1 smiles="C=N[C@](C)(O)C=O" e_lumo_ev=0.85 orbital_gap_ev=10.70
C 1.563 0.214 1.347 -1.0712 0.0476 -1.0631
N 0.951 0.705 0.390 -1.4709 -0.2920 -1.7987
C -0.115 -0.136 -0.162 -1.9312 0.0427 -1.3713
C -1.482 0.489 0.293 -1.2436 -0.2171 -1.0112
O -0.095 -1.507 0.137 -2.0767 1.5744 1.5445
C 0.036 -0.060 -1.759 -0.1508 0.5360 1.1228
O 0.614 -0.909 -2.349 0.8214 -1.3241 -0.2664
H 2.280 0.785 1.719 3.3605 2.3856 1.9436
H 1.358 -0.679 1.793 -0.6373 -2.7103 1.0490
H -2.259 0.689 -0.560 1.4871 -0.8697 1.3456
H -1.150 1.468 0.545 -0.3075 0.9964 0.6350
H -2.041 0.014 1.177 1.2829 0.4067 -1.3905
H 0.705 -1.812 -0.189 2.4484 -1.3995 -1.2416
H -0.365 0.740 -2.382 -0.5111 0.8232 0.5025

---

(7)
14
Properties=species:S:1:pos:R:3:forces:R:3 method="wB97M-V/def2-TZVPD" multiplicity=1 smiles="C[C@@H](C=O)C(N)=O" e_lumo_ev=0.57 orbital_gap_ev=10.48
C 1.658 -0.430 -0.467 -0.0741 0.1978 -0.0372
C 0.191 -0.066 -0.256 -0.0945 0.2479 -0.2326
C -0.752 -1.040 -0.896 -0.1383 -0.2998 -0.2212
O -0.416 -1.830 -1.742 -0.1292 0.1557 0.4026
C -0.249 0.454 1.081 -0.1802 0.3135 0.4132
N -1.433 1.258 0.766 -0.3449 0.1948 0.6493
O 0.336 0.464 2.130 -0.3162 -0.1491 -0.5769
H 1.889 -1.416 -0.037 -0.2415 0.3045 -0.0716
H 1.876 -0.493 -1.537 -0.0597 0.0368 0.1836
H 2.333 0.296 -0.006 -0.1913 -0.0370 -0.0659
H -0.369 0.861 -0.659 2.0165 -0.7789 -1.1918
H -1.816 -0.917 -0.614 0.0036 -0.1281 -0.0507
H -1.295 2.212 1.073 -0.2096 -0.0374 0.3697
H -2.322 0.895 1.071 -0.0404 -0.0207 0.4295

---

(8)
14
Properties=species:S:1:pos:R:3:forces:R:3 method="wB97M-V/def2-TZVPD" multiplicity=1 e_lumo_ev="0.07 / -0.18" orbital_gap_ev="7.83 / 8.14"
C -0.779 -1.296 0.545 -1.4647 -3.6607 -0.5967
C -0.776 -0.961 -1.020 -1.9563 -0.2627 0.7777
C -0.047 -0.216 0.001 2.5122 1.0138 -0.3040
C 0.232 1.148 0.525 -1.7062 1.2388 -1.8757
N 2.157 -0.698 -0.261 -0.2628 1.1987 0.9085
O 2.770 0.165 0.231 -0.7772 -1.5633 -0.9960
O -0.100 2.175 -0.447 0.0948 1.3136 -0.8508
H -1.777 -1.250 1.044 0.9677 0.6374 -0.2706
H -0.423 -2.368 0.622 0.3533 1.5147 0.4607
H -0.463 -1.753 -1.707 0.8964 0.4544 0.4769
H -1.795 -0.692 -1.309 0.4173 0.7975 -0.1426
H 1.298 1.160 0.624 0.6524 0.4565 1.1875
H -0.386 1.450 1.355 0.3423 -0.7430 1.0676
H 0.089 3.136 -0.204 -0.0691 -2.3958 0.1575

---

(9)
14
Properties=species:S:1:pos:R:3:forces:R:3 method="wB97M-V/def2-TZVPD" multiplicity=1 e_lumo_ev="-0.47 / -0.71" orbital_gap_ev="7.96 / 8.10"
C 0.212 -0.031 0.996 2.0294 -0.9297 0.1719
C 0.134 -1.235 0.079 -0.1324 0.8795 1.4899
C -0.472 1.169 0.637 -0.6450 1.0115 -1.1814
C -0.737 -1.128 -1.117 -0.6967 1.1908 0.4152
N 2.201 0.410 0.032 -1.8317 2.2913 -0.4782
O 1.991 1.459 -0.436 1.3244 -2.0875 0.5703
O 0.721 -2.243 0.329 1.1863 -1.6786 0.5283
H 0.716 -0.001 2.025 -0.8893 -0.9028 -1.6807
H -0.906 1.696 1.446 -0.0383 0.7289 1.0029
H -1.267 1.100 -0.096 -0.2356 -0.4691 -0.0754
H 0.231 1.823 0.081 0.0659 0.3612 0.3879
H -0.776 -2.069 -1.721 -0.1191 1.1132 0.6488
H -0.381 -0.220 -1.624 -0.0976 -0.4708 -0.7058
H -1.669 -0.731 -0.632 0.0797 -1.0377 -1.0936

---

(10)
14
Properties=species:S:1:pos:R:3:forces:R:3 method="wB97M-V/def2-TZVPD" multiplicity=1 e_lumo_ev=0.42 orbital_gap_ev=9.39
C -1.118 -0.962 0.969 -0.0178 0.0081 0.0488
C -0.362 -0.491 -0.252 -0.0373 -0.2400 0.0326
C -0.756 1.789 0.031 -0.1814 -0.1003 -0.3752
O -0.914 0.765 -0.762 0.0385 0.3312 0.3019
C 1.144 -0.357 0.007 0.1439 -0.1135 0.0974
O 1.686 -0.974 0.901 -0.1906 0.1584 -0.2788
N 1.827 0.397 -0.900 0.0686 0.0621 0.0549
H -0.988 -0.244 1.781 -0.0206 -0.0915 -0.0859
H -2.182 -1.070 0.741 0.1512 0.0230 -0.0077
H -0.719 -1.927 1.288 -0.0399 0.1425 -0.0491
H -0.501 -1.183 -1.090 0.0816 0.0585 0.1080
H -1.252 2.604 -0.550 0.0535 -0.0891 0.1184
H 1.343 1.060 -1.483 0.0591 -0.1094 0.0672
H 2.792 0.592 -0.680 -0.1086 -0.0399 -0.0325

---

(11)
14
Properties=species:S:1:pos:R:3:forces:R:3 method="wB97M-V/def2-TZVPD" multiplicity=1 e_lumo_ev="-0.10 / -0.10" orbital_gap_ev="8.03 / 8.03"
O -0.317 1.916 -0.716 -0.1466 -0.0138 0.0208
C 0.329 0.784 -1.205 0.1992 -0.2928 -0.0809
C -0.047 -0.447 -0.370 0.2608 0.1130 -0.0971
C -1.279 -0.320 0.609 -0.1029 -0.0916 0.2757
N -1.343 -1.140 -0.556 -0.0744 -0.1827 -0.1062
C 0.909 -1.215 0.223 0.6337 -0.5450 0.4763
O 1.726 -1.859 0.727 -0.8144 0.6403 -0.5204
H -1.025 1.563 -0.126 0.0723 0.0476 -0.0414
H 0.050 0.557 -2.245 0.0081 0.0910 0.1570
H 1.417 0.934 -1.166 -0.1426 -0.0213 -0.0043
H 0.761 1.307 1.632 0.0797 -0.0085 0.0790
H -1.172 -0.895 1.547 0.0323 0.0676 -0.1463
H -1.281 -2.156 -0.413 0.0148 0.1308 -0.0047
H 1.272 0.971 2.059 -0.0201 0.0654 -0.0074

---

(12)
14
Properties=species:S:1:pos:R:3:forces:R:3 method="wB97M-V/def2-TZVPD" multiplicity=1 e_lumo_ev=0.45 orbital_gap_ev=9.66
H -2.151 0.132 -0.032 -0.0988 0.0777 -0.0889
N -1.788 1.089 -0.101 0.2208 -0.0739 0.0374
C -0.522 1.065 0.039 -0.3684 0.0824 0.2507
C 0.347 -0.132 0.157 0.1690 0.1590 -0.2481
C 1.230 -0.119 1.159 -0.0771 -0.0136 -0.2142
O 1.043 0.788 2.148 0.6619 -0.0350 0.0684
C 0.159 -1.171 -0.906 0.1705 -0.1636 0.1656
O -0.256 -0.595 -2.128 -0.0309 -0.0942 -0.1835
H 0.006 2.032 0.052 -0.1958 -0.1523 -0.0821
H 2.119 -0.739 1.279 -0.4446 -0.0279 0.0633
H 0.203 1.195 1.908 -0.1130 0.4151 0.7081
H -0.560 -1.933 -0.556 0.1075 0.1251 -0.2037
H 1.115 -1.670 -1.083 -0.1288 -0.0904 -0.0798
H -0.945 0.058 -1.936 0.1276 -0.2082 -0.1933

---

(13)
14
Properties=species:S:1:pos:R:3:forces:R:3 method="wB97M-V/def2-TZVPD" multiplicity=1 e_lumo_ev=0.99 orbital_gap_ev=10.82
C -1.286 -1.115 -0.248 -0.0901 0.0053 0.0184
C -0.418 0.108 -0.164 0.0124 0.2148 0.2257
N -0.686 1.198 0.439 0.3176 -0.4125 -0.3305
O -1.947 1.192 1.013 -0.2491 0.1795 0.1757
C 0.963 -0.003 -0.723 -0.0451 -0.0791 -0.0054
C 2.107 0.395 0.101 0.0993 0.3629 0.0135
O 1.744 -0.972 -0.007 -0.0984 -0.1915 -0.1756
H -2.347 -0.868 -0.311 0.1568 0.0278 0.0217
H -1.000 -1.739 -1.101 -0.0189 0.1718 0.1237
H -1.127 -1.714 0.656 -0.0601 0.0684 -0.1031
H -1.975 2.056 1.443 -0.1047 -0.1789 -0.0839
H 1.010 -0.054 -1.817 0.2643 -0.0512 0.3349
H 3.074 0.641 -0.335 -0.2483 0.0261 -0.1012
H 1.888 0.875 1.053 0.0643 -0.1436 -0.1140

---

(14)
14
Properties=species:S:1:pos:R:3:forces:R:3 method="wB97M-V/def2-TZVPD" multiplicity=1 e_lumo_ev=0.66 orbital_gap_ev=9.46
C -0.345 0.071 -1.627 -0.8834 -0.0372 -0.8682
C -0.923 0.742 -0.407 1.7587 -0.8108 0.4334
N 0.019 0.713 0.770 -3.0627 0.4244 1.3303
C 0.161 -0.640 1.597 1.8184 -0.9969 -3.9358
C 1.309 -0.554 0.372 2.5010 -3.5474 6.2711
O 1.590 -1.565 -0.241 -0.3947 1.1435 -1.7550
O -1.935 1.331 -0.424 -1.6802 1.3117 0.6528
H -0.171 -0.992 -1.344 0.0555 0.8095 -0.8333
H -1.104 0.161 -2.502 1.4566 -0.1035 1.6081
H 0.620 0.614 -1.834 -0.8629 -0.8958 -0.1083
H 0.016 1.544 1.376 -0.4173 -0.1908 -0.6728
H 0.632 -0.977 2.601 -0.8223 2.2617 -1.3549
H -0.625 -1.427 1.353 0.8172 1.4678 0.0861
H 2.047 0.246 0.666 -0.2838 -0.8362 -0.8535

---

(15)
14
Properties=species:S:1:pos:R:3:forces:R:3 method="wB97M-V/def2-TZVPD" multiplicity=1 smiles="C[C@H]1CNC(=O)O1" e_lumo_ev=0.84 orbital_gap_ev=10.59
C -1.765 -0.744 -0.210 0.1581 -0.2104 0.0207
C -0.333 -0.293 -0.421 0.1634 -0.4511 -0.2076
C 0.004 0.945 0.337 0.2016 -0.7831 0.2908
N 1.420 1.024 0.052 0.2779 -0.3171 -0.1305
C 1.883 -0.250 0.222 0.1293 -0.6343 -0.1033
O 3.001 -0.654 0.385 -0.4756 0.0639 -0.0900
O 0.739 -1.087 0.224 0.6927 -0.4186 -0.8765
H -2.116 -0.589 0.818 0.2399 -0.1432 -0.1408
H -1.893 -1.789 -0.488 -0.0543 -0.0138 0.0504
H -2.414 -0.138 -0.861 0.2792 -0.1700 0.1046
H -0.054 -0.306 -1.472 -0.1914 0.2990 -0.2649
H 0.015 0.168 1.305 -1.2674 3.8269 -0.3007
H -0.498 1.875 -0.027 -0.0935 -0.7512 1.3642
H 2.010 1.837 0.138 -0.0598 -0.2969 0.2836

---

(16)
14
Properties=species:S:1:pos:R:3:forces:R:3 method="wB97M-V/def2-TZVPD" multiplicity=1 e_lumo_ev=0.94 orbital_gap_ev=11.19
C 0.343 -0.033 -1.792 0.0549 0.0002 -0.0571
C -0.296 0.186 -0.425 -0.1014 0.0455 -0.0155
C 0.152 -0.733 0.721 -0.0808 -0.3229 -0.1243
O 0.966 0.363 1.276 0.0211 0.3480 0.0630
C 0.420 1.253 0.397 0.2238 0.1990 -0.1280
O 0.562 2.433 0.368 -0.0178 -0.1756 -0.0281
N -0.879 -1.156 1.593 -0.1917 -0.0437 0.1935
H 1.432 -0.114 -1.710 -0.1514 -0.0173 0.0259
H -0.036 -0.943 -2.268 0.0145 0.1301 0.1089
H 0.125 0.816 -2.445 0.0140 -0.1144 0.0857
H -1.378 0.325 -0.511 0.1364 -0.0499 0.0778
H 0.803 -1.568 0.456 0.0218 0.1405 0.0419
H -1.599 -0.451 1.698 0.0273 0.0271 -0.0528
H -0.523 -1.352 2.524 0.0293 -0.1665 -0.1909

---

(17)
14
Properties=species:S:1:pos:R:3:forces:R:3 method="wB97M-V/def2-TZVPD" multiplicity=1 e_lumo_ev=0.60 orbital_gap_ev=10.75
H -1.676 1.885 1.098 0.1453 -0.0331 0.0748
N -0.948 1.273 1.471 0.0011 -0.3347 -0.2790
C -0.795 0.285 0.703 -0.1204 0.3063 0.0608
C -1.526 0.002 -0.591 -0.0875 -0.0120 -0.0615
O 0.069 -0.723 1.067 -0.1345 -0.1337 0.0008
C 1.409 -0.699 0.602 0.2918 0.0530 0.0072
C 1.562 -0.129 -0.802 0.1290 0.2771 -0.0748
O 2.143 0.903 -1.030 -0.2180 -0.4956 0.0618
H -2.579 0.287 -0.511 0.1466 0.0117 -0.0023
H -1.084 0.574 -1.415 -0.0493 -0.0755 0.1330
H -1.464 -1.061 -0.829 -0.0520 0.1559 0.0104
H 2.058 -0.126 1.273 -0.1590 0.0274 -0.0246
H 1.723 -1.749 0.590 0.0794 0.1729 0.0133
H 1.108 -0.721 -1.625 0.0278 0.0804 0.0802

---

(18)
14
Properties=species:S:1:pos:R:3:forces:R:3 method="wB97M-V/def2-TZVPD" multiplicity=1 smiles="O=C[C@@H]1N[C@@H]1CO" e_lumo_ev=0.67 orbital_gap_ev=10.35
O 1.892 0.919 1.098 -0.1840 -0.5147 -0.3595
C 1.713 -0.100 0.463 0.1474 0.4433 0.2678
C 0.921 -0.164 -0.790 0.5807 -0.3973 -0.0424
N 0.309 1.020 -1.356 -0.1225 -0.2501 -0.0184
C -0.536 -0.042 -0.709 -0.0380 1.7008 -1.2700
C -1.215 0.268 0.553 0.0691 -1.1719 0.5281
O -1.166 -1.084 1.154 -0.9024 0.8635 0.8714
H 2.127 -1.069 0.794 0.0564 0.0801 0.0622
H 1.278 -0.871 -1.523 0.2497 -0.2263 -0.0243
H 0.546 1.790 -0.704 -0.6660 -0.4637 -0.2312
H -1.138 -0.720 -1.334 0.4525 0.6656 -0.2294
H -0.629 1.002 1.149 -0.3989 -0.8657 0.0326
H -2.226 0.700 0.381 0.4572 -0.6071 0.3118
H -1.874 -1.667 0.823 0.2987 0.7436 0.1012